Formula: C2H3BrN2O2
Source: OMol25
Level of theory: ωB97M-V/def2-TZVPD

The energy above the lowest of the compared OMol25 structures with the same formula, charge and spin is 509.0 kJ/mol. The highest occupied orbital energy (alpha / beta) is -0.29780 / -0.30538 Eh. The total energy is -79230.9262 eV.

Geometry as XYZ:
```
10
C2H3BrN2O2 | OMol25 | ωB97M-V/def2-TZVPD
Br -3.11 0.29 0.07
O 1.43 -0.78 0.47
O -0.55 -1.89 0.22
N 1.02 0.60 0.13
N 0.66 -1.75 -0.10
C -0.28 1.20 0.19
C -1.33 0.45 -0.06
H -0.35 2.29 -0.07
H 0.68 -1.58 -1.16
H 1.84 1.18 0.31
```